C17H12Cl3F3NO6Rb | ωB97M-V/def2-TZVPD

## Properties
**Net charge**: -2
**LUMO**: 4.1 eV
**Energy relative to the best compared isomer or geometry (same formula, charge and spin)**: 4.6 kcal/mol
**Orbital gap**: 0.1930 Eh
**DFT total energy**: -2865.67486 hartree

Geometry as XYZ:
```
43
C17H12Cl3F3NO6Rb ωB97M-V/def2-TZVPD
Rb -1.337 1.581 -0.191
O 1.284 -2.500 -1.277
C 0.602 -1.381 -1.296
O 0.516 -0.601 -0.378
C -0.150 -1.153 -2.597
C 0.096 -1.900 -3.739
C -0.668 -1.627 -4.867
C -1.657 -0.661 -4.800
C -1.859 0.019 -3.599
N -1.094 -0.213 -2.537
C -3.024 1.033 -3.446
O -3.593 1.347 -4.506
O -3.267 1.379 -2.270
H 1.635 -2.716 -0.316
H 0.857 -2.666 -3.728
H -0.499 -2.178 -5.785
H -2.296 -0.412 -5.635
Cl -1.248 1.613 5.318
C -1.099 1.450 3.556
Cl -2.478 0.567 2.859
H -0.198 0.890 3.339
H -1.091 2.435 3.099
Cl 1.411 -5.933 1.910
C 2.983 -5.154 1.747
C 4.100 -5.956 1.857
C 5.378 -5.423 1.737
C 5.479 -4.046 1.504
C 4.364 -3.251 1.396
C 3.023 -3.750 1.503
C 1.910 -2.917 1.368
H 3.957 -7.015 2.041
H 6.255 -6.051 1.825
H 6.458 -3.586 1.408
H 4.481 -2.187 1.223
H 0.906 -3.288 1.519
H 2.057 -1.859 1.224
F 1.425 5.853 1.864
C 0.516 5.456 0.942
F -0.393 6.442 0.857
F 1.160 5.428 -0.242
C -0.092 4.062 1.313
O -1.296 4.063 1.627
O 0.713 3.126 1.240
```

***

C17H12ClMnN2O12 | ωB97M-V/def2-TZVPD

## Properties
**Net charge**: +1
**LUMO (spin up / spin down)**: -6.5 / -7.9 eV
**Multiplicity**: 4
**Orbital gap (spin up / spin down)**: 0.2405 / 0.1914 Eh
**DFT total energy**: -3277.99838 hartree
**⟨S²⟩**: 4.15

Geometry as XYZ:
```
45
C17H12ClMnN2O12 ωB97M-V/def2-TZVPD
Mn 0.937 -0.540 0.415
O -2.626 -3.237 -0.536
C -1.858 -2.187 -0.390
O -1.024 -2.069 0.484
C -2.081 -1.093 -1.386
C -2.835 -1.212 -2.551
C -2.914 -0.107 -3.387
C -2.248 1.063 -3.051
C -1.485 1.073 -1.880
N -1.447 0.024 -1.086
C -0.651 2.229 -1.380
O -0.301 3.164 -2.245
O -0.326 2.279 -0.223
H -2.425 -3.921 0.130
H -3.323 -2.144 -2.783
H -3.476 -0.158 -4.309
H -2.343 1.938 -3.678
H -0.490 2.965 -3.174
C 2.198 -1.051 3.814
C 0.787 -1.092 3.239
O -0.165 -1.459 3.869
O 0.747 -0.694 1.993
H 2.309 -1.848 4.546
H 2.307 -0.090 4.319
H 2.932 -1.124 3.011
O 1.689 1.710 2.908
C 2.089 2.022 1.816
N 1.876 1.299 0.662
C 2.414 1.930 -0.435
O 2.278 1.560 -1.572
C 3.124 3.144 0.063
C 3.879 4.083 -0.602
C 4.421 5.110 0.170
C 4.197 5.190 1.534
C 3.423 4.241 2.200
C 2.905 3.215 1.438
H 4.042 4.027 -1.665
H 5.029 5.858 -0.314
H 4.627 6.004 2.098
H 3.247 4.304 3.262
O 2.811 -2.100 -1.693
Cl 2.973 -2.425 -0.304
O 3.296 -1.181 0.450
O 1.638 -2.766 0.260
O 0.916 -0.491 -1.040
```

***

| no. | largest force on an atom (eV/Å) |
| --- | --- |
| 1 | 0.6 |
| 2 | 7.0 |